This record from the Open Molecules 2025 dataset describes 8 unconnected molecules or ions with the total composition H16O8. The level of theory is wB97M-V/def2-TZVPD.

XYZ file:
```
24
H16O8 wB97M-V/def2-TZVPD
O 3.16303 1.00098 -1.03106
H 2.27826 0.63083 -0.85345
H 3.01012 1.76140 -1.59802
O -0.68318 2.08715 2.14510
H -1.53224 1.66660 1.96383
H -0.03142 1.56092 1.66831
O 2.86120 -1.57563 -3.00391
H 2.07049 -1.02013 -2.95060
H 3.57860 -0.98146 -2.76186
O -1.43711 -1.34564 3.35523
H -2.09822 -0.83501 3.83207
H -1.41270 -0.96957 2.46542
O -0.36661 -1.69337 0.87621
H -1.12333 -2.20778 0.57661
H 0.31611 -2.34666 1.06083
O 0.51221 0.80252 -0.17392
H -0.07610 0.24185 0.35203
H 0.35126 0.50942 -1.08327
O 0.60310 0.13019 -2.98542
H 0.52221 1.09046 -3.03403
H -0.10857 -0.20656 -3.54163
O -3.09691 0.56786 1.44096
H -3.58699 -0.17630 1.80583
H -3.71318 1.30792 1.47477
```

Computed properties:
- SMILES: O.O.O.O.O.O.O.O

---

This record from the Open Molecules 2025 dataset describes 8 unconnected molecules or ions with the total composition H16O8 in a non-equilibrium geometry. The level of theory is wB97M-V/def2-TZVPD.

XYZ file:
```
24
H16O8 wB97M-V/def2-TZVPD
O 0.36899 0.09609 -1.33122
H 0.19427 1.05680 -1.15861
H -0.35396 -0.59541 -1.23309
O -0.94139 2.71186 -0.64490
H -0.07504 2.74493 -0.26026
H -0.96217 3.36322 -1.39509
O 2.93167 -0.27101 -0.25980
H 2.16240 -0.57990 -0.52590
H 3.69370 -0.66674 -0.72629
O 1.55364 2.06580 0.67924
H 2.18752 1.91215 -0.05318
H 1.25417 1.21526 1.09696
O -2.82986 0.60801 1.24266
H -2.02066 1.04555 0.99039
H -2.74334 0.62411 2.23745
O 0.17440 -2.93072 0.00415
H 0.79496 -2.58576 -0.62522
H -0.75837 -2.65161 -0.23478
O -2.22987 -1.40094 -0.84119
H -2.44040 -0.70602 -0.18403
H -2.99040 -1.75448 -1.24804
O 0.84757 -0.89267 1.69510
H 0.41758 -1.42639 0.98349
H 1.76459 -0.98216 1.79218
```

Computed properties:
- SMILES: O.O.O.O.O.O.O.O

---

no.,HOMO energy (eV),E (Ha)
1,-10.6,-611.49916
2,-10.8,-611.50128